No. 1
Molecular formula: C9H16N2O6
Method: DFT, ωB97M-V/def2-TZVPD

```
33
Properties=species:S:1:pos:R:3:forces:R:3:lowdin_charge:R:1
C 1.2706 -1.5179 0.3344 0.7 -0.7 1.9 -0.37
C -0.1332 -1.3426 0.0376 -3.4 -0.1 -2.2 -0.43
C 1.8719 -0.1473 -0.0750 -1.2 -0.1 -0.4 -0.14
C 3.2654 -0.3711 0.3385 2.3 0.6 -2.7 -0.12
C 4.2190 0.7004 -0.2350 0.6 -3.0 3.5 -0.54
C -2.1558 0.1081 0.5285 -0.6 1.0 0.5 -0.19
C -3.0456 -0.8552 -0.1848 2.3 -0.9 2.1 -0.54
C -2.2017 1.5589 -0.1592 2.4 0.9 -0.6 -0.46
C -3.4497 2.3133 -0.2618 -5.8 2.1 -1.7 -0.13
H 1.7980 -2.4344 -1.2989 0.3 -1.1 0.5 0.11
H 1.7968 -3.5193 -0.0069 -0.6 -0.5 0.2 0.09
H 1.4235 -1.9208 1.3344 -0.2 1.6 1.2 0.16
H 1.5801 0.1125 -1.1514 0.8 -0.6 1.3 0.17
H 1.4813 0.6641 0.5381 -0.4 -0.1 -0.2 0.12
H 3.5336 -1.3932 -0.0249 0.5 1.0 0.6 0.12
H 3.1287 -0.3474 1.3792 1.1 0.0 1.7 0.12
H 5.8695 1.2975 -0.6041 -0.2 -2.2 2.6 0.19
H -0.5287 -0.5277 1.8461 -1.5 0.7 -2.4 0.20
H -2.5704 0.0850 1.5363 -0.9 1.0 0.0 0.17
H -2.0704 1.4807 -1.2967 1.4 -0.7 1.8 0.13
H -1.5467 3.5952 0.1539 1.1 -5.3 1.0 0.18
H -3.7100 1.8250 -1.5641 -0.9 2.5 4.2 0.17
H -3.1791 3.6910 -0.1848 -1.3 -4.5 -0.6 0.15
H -4.6608 2.1691 0.6825 3.9 0.2 -2.8 0.19
H -3.8692 -2.3080 -0.1859 2.4 -1.2 1.6 0.19
N 1.9893 -2.5881 -0.2931 -0.2 1.2 -3.2 0.05
N -0.9434 -0.5153 0.8424 5.1 -1.5 2.0 0.09
O -0.5342 -1.8141 -1.0188 -0.5 0.7 0.3 0.09
O 3.8769 1.6407 -0.8323 -1.4 2.6 -2.4 0.13
O 5.5405 0.5576 0.0954 0.3 2.1 -3.0 0.05
O -3.8455 -0.5727 -0.9896 -2.1 0.8 -2.2 0.14
O -1.2477 2.5087 0.4126 -0.4 2.7 -0.6 -0.16
O -2.9529 -2.1328 0.3073 -3.7 0.9 -1.9 0.07
```
Forces are in eV/Å.

Summary:
* energy relative to the best compared isomer or geometry (same formula, charge and spin): 843.8 kJ/mol
* HOMO energy: -9.7 eV
* 2S+1: 1
* HOMO-LUMO gap: 10.053 eV

No. 2
Molecular formula: C31H32BiCl4N6O5
Method: DFT, ωB97M-V/def2-TZVPD

```
79
Properties=species:S:1:pos:R:3:forces:R:3:lowdin_charge:R:1
Bi 0.2301 -0.1723 -0.6253 -0.1 0.1 0.1 2.00
O -1.7041 -2.5321 -3.3567 -0.2 0.0 -0.2 0.04
C -1.8462 -1.5694 -2.6112 0.0 0.0 0.3 -0.53
N -1.0598 -0.4722 -2.5318 0.1 0.0 -0.1 -0.08
C -0.3202 -0.1903 -3.6929 0.2 0.0 -0.3 -0.25
C -0.9444 -0.1964 -4.9380 0.0 0.0 -0.1 -0.04
C -0.2573 0.1309 -6.0879 0.0 0.0 0.0 -0.11
C 1.0820 0.4898 -5.9979 0.0 0.0 0.0 -0.11
C 1.7067 0.5186 -4.7673 0.0 0.1 -0.2 -0.03
C 1.0206 0.1814 -3.5990 -0.1 0.0 -0.2 -0.23
N 1.6074 0.3331 -2.3314 -0.1 0.0 0.3 -0.07
C 2.9745 0.2892 -2.2752 0.1 -0.1 0.0 -0.49
O 3.6742 -0.4325 -2.9671 0.1 0.0 0.0 0.05
C 3.6715 1.3024 -1.3975 0.2 -0.1 0.0 -0.21
C 5.0484 1.4445 -1.5700 0.0 -0.1 0.1 -0.01
C 5.7122 2.4107 -0.8401 0.0 0.0 0.0 -0.07
C 4.9832 3.1918 0.0396 -0.1 0.0 0.0 -0.06
C 3.6163 2.9762 0.1383 0.1 0.0 0.0 -0.11
N 2.9656 2.0610 -0.5697 -0.2 -0.2 0.0 0.15
C -3.0579 -1.5472 -1.7048 -0.1 -0.1 0.0 -0.21
C -4.1409 -2.3486 -2.0654 0.1 0.0 0.0 -0.01
C -5.2930 -2.2867 -1.3078 0.0 0.0 0.0 -0.07
C -5.3165 -1.4511 -0.2017 0.1 0.0 0.0 -0.06
C -4.1749 -0.7266 0.0993 -0.4 0.1 -0.1 -0.16
N -3.0679 -0.7581 -0.6328 0.2 0.0 -0.2 0.11
H -1.9894 -0.4706 -4.9871 0.0 0.0 0.0 0.11
H -0.7636 0.1145 -7.0419 0.0 0.0 -0.1 0.09
H 1.6441 0.7481 -6.8851 0.0 0.0 0.0 0.09
H 2.7469 0.8024 -4.7060 0.0 0.0 0.0 0.10
H 5.5598 0.7933 -2.2641 -0.1 0.0 0.0 0.11
H 6.7799 2.5528 -0.9554 0.0 0.0 0.0 0.10
H 5.4519 3.9625 0.6330 0.0 0.1 0.1 0.10
H 3.0166 3.5735 0.8081 -0.2 0.1 0.2 0.11
H -4.0436 -2.9932 -2.9275 0.0 0.0 0.0 0.11
H -6.1596 -2.8794 -1.5714 0.0 0.0 0.0 0.10
H -6.1939 -1.3610 0.4203 -0.1 0.0 0.1 0.10
H -4.1511 -0.0900 0.9734 -0.1 0.0 -0.1 0.08
Cl 0.8721 4.9280 4.2484 0.0 0.1 0.1 0.63
C 0.4518 4.0189 2.8387 0.0 0.1 0.0 -0.73
C -0.3109 4.5901 1.8366 0.0 0.0 0.1 -0.73
Cl -0.8576 6.2233 1.9759 0.0 0.1 0.0 0.63
C -0.6338 3.8397 0.7014 0.0 0.0 -0.1 -0.62
Cl -1.6003 4.5255 -0.5549 0.0 0.0 -0.1 0.69
C -0.2074 2.5289 0.5544 0.0 0.1 0.1 -0.41
O -0.5347 1.8141 -0.5116 0.0 -0.2 0.0 -0.29
C 0.5791 1.9340 1.5833 -0.1 0.3 0.1 -0.46
O 0.9573 0.7046 1.4384 0.2 -0.3 -0.3 -0.32
C 0.8890 2.7016 2.7041 0.1 -0.1 0.0 -0.64
Cl 1.8846 1.9690 3.9178 0.0 -0.1 0.0 0.67
C -1.4222 -3.5423 0.5309 -0.1 -0.1 -0.1 -0.10
N -0.5690 -2.7593 1.3976 0.0 0.2 0.0 -0.30
C 0.7059 -3.4165 1.5984 0.0 0.0 0.0 -0.12
C -1.2288 -2.4820 2.6643 0.0 0.0 0.2 -0.19
C -2.2414 -1.3371 2.5798 -0.1 -0.1 -0.1 -0.20
N -1.7452 -0.0647 3.0587 0.2 0.0 0.0 -0.25
C -1.5843 -0.0318 4.4934 0.0 0.0 0.0 -0.10
C -2.5841 1.0248 2.6146 0.1 0.0 0.0 -0.10
H -1.6508 -4.5342 0.9614 0.0 0.0 0.0 0.09
H -0.9414 -3.6901 -0.4359 0.0 0.0 -0.1 0.09
H -2.3640 -3.0236 0.3599 0.0 -0.1 0.0 0.07
H 0.5969 -4.3912 2.1049 0.0 0.0 0.0 0.09
H 1.3586 -2.7772 2.1897 0.0 0.0 0.0 0.08
H 1.1891 -3.5808 0.6353 0.0 0.0 0.0 0.08
H -0.4566 -2.2359 3.3919 0.0 0.1 0.0 0.11
H -1.7352 -3.3944 3.0311 0.1 0.0 0.0 0.12
H -3.1632 -1.6178 3.1274 -0.1 0.0 0.0 0.12
H -2.5155 -1.2061 1.5285 0.2 -0.1 0.4 0.06
H -2.5369 -0.2227 5.0241 0.0 0.0 0.0 0.09
H -1.2138 0.9467 4.7931 0.0 0.1 0.0 0.08
H -0.8561 -0.7688 4.8244 0.0 -0.1 0.0 0.07
H -3.6120 0.9556 3.0166 -0.1 0.0 0.0 0.09
H -2.6267 1.0349 1.5262 0.1 0.1 0.0 0.07
H -2.1573 1.9719 2.9399 0.0 0.1 0.0 0.09
C 4.1449 -1.1448 0.8995 0.1 -0.1 0.0 -0.14
O 2.7671 -1.0162 0.6443 -0.1 0.0 -0.1 -0.22
H 4.3268 -1.6111 1.8749 0.0 0.0 0.0 0.08
H 4.6552 -0.1793 0.8739 0.0 0.1 0.0 0.07
H 4.5686 -1.7787 0.1205 0.0 0.0 0.0 0.09
H 2.3952 -0.3040 1.1959 -0.1 0.1 0.1 0.02
```
Forces are in eV/Å.

Summary:
* total charge: -1
* HOMO energy: -4.8 eV
* 2S+1: 1
* HOMO-LUMO gap: 7.317 eV

No. 3
Molecular formula: C4H9N
Method: DFT, ωB97M-V/def2-TZVPD

```
14
Properties=species:S:1:pos:R:3:forces:R:3:lowdin_charge:R:1
C 0.2086 3.6970 1.5377 -0.2 -0.3 -0.4 -0.08
N 0.4769 2.4822 1.7312 0.0 0.2 0.5 -0.09
C 0.3292 1.5707 0.6385 -0.3 -0.7 -0.9 -0.18
H 0.3196 4.4299 2.3295 0.0 0.0 0.1 0.06
H -0.1641 4.0345 0.5622 0.1 0.2 0.0 0.07
H -0.3983 0.7725 0.8017 -0.1 0.1 0.7 0.07
H 1.2652 1.0287 0.4866 0.1 0.2 -0.1 0.08
H -0.0311 2.0041 -0.3077 0.4 0.4 0.0 0.07
C -0.7838 -3.4736 -0.8121 0.9 0.3 -0.3 -0.08
C 0.1643 -3.1312 -1.6791 -0.8 -1.0 -0.8 -0.09
H -1.7479 -3.0138 -0.9491 -0.3 0.0 0.6 0.04
H -0.5567 -4.1757 -0.0178 -0.5 -0.1 -0.1 0.05
H -0.1164 -2.4594 -2.4842 0.3 0.1 0.0 0.04
H 1.0346 -3.7660 -1.8374 0.3 0.6 0.5 0.05
```
Forces are in eV/Å.

Summary:
* energy relative to the best compared isomer or geometry (same formula, charge and spin): 187.7 kJ/mol
* SMILES: C=NC.C=C
* HOMO energy: -9.7 eV
* 2S+1: 1
* HOMO-LUMO gap: 10.817 eV

No. 4
Molecular formula: C3H8N4
Method: DFT, ωB97M-V/def2-TZVPD

```
15
Properties=species:S:1:pos:R:3:forces:R:3:lowdin_charge:R:1
C -1.2120 1.9042 0.4203 -0.4 -1.2 -0.8 -0.51
C 1.8351 0.3641 -0.3743 -3.5 3.2 4.0 -0.10
C -0.2261 -0.7237 0.4409 1.6 1.6 -0.1 -0.27
N -0.9245 2.8105 1.0725 0.3 0.8 0.4 0.07
N -0.9484 -1.8657 0.4727 -2.0 -0.7 0.5 0.07
N -1.5519 0.7410 -0.1250 1.3 -1.6 1.7 0.02
N 0.8312 -0.7086 -0.5052 0.6 1.2 2.0 -0.07
H 2.0636 0.4626 0.7823 0.1 -0.3 -2.4 0.12
H 2.6726 0.2552 -0.9669 1.7 -0.7 -1.1 0.03
H 1.3601 1.4526 -0.5942 1.0 -2.4 0.2 0.11
H 0.1032 -0.4786 1.5228 -0.6 0.7 -2.1 0.17
H -1.8938 -1.8228 0.8823 1.0 0.5 0.7 0.12
H -1.2017 -2.1147 -0.4344 0.0 -1.0 -2.1 0.06
H -1.6542 0.6169 -1.1156 0.2 0.6 -0.3 0.05
H 0.7469 -0.8932 -1.4783 -1.2 -0.7 -0.5 0.11
```
Forces are in eV/Å.

Summary:
* energy relative to the best compared isomer or geometry (same formula, charge and spin): 305.6 kJ/mol
* HOMO energy: -8.5 eV
* 2S+1: 1
* HOMO-LUMO gap: 9.123 eV

No. 5
Molecular formula: C3H3NO
Method: DFT, ωB97M-V/def2-TZVPD

```
8
Properties=species:S:1:pos:R:3:forces:R:3:lowdin_charge:R:1
N -2.1005 -0.6901 -0.6940 -0.4 -1.7 -1.0 0.17
C -0.9536 -0.6692 -0.8510 -1.7 1.6 1.1 -0.18
C -0.0729 0.3979 -0.2943 0.6 0.2 -0.1 -0.16
C 0.9202 -0.2100 0.6511 0.7 0.2 0.0 -0.28
O 2.0470 0.1921 0.7490 -0.2 -0.2 0.2 0.07
H 0.3751 0.9647 -1.1007 0.4 0.1 0.1 0.12
H -0.7390 1.0677 0.2799 0.4 -0.3 -0.2 0.13
H 0.5237 -1.0531 1.2600 0.2 0.2 0.0 0.13
```
Forces are in eV/Å.

Summary:
* energy relative to the best compared isomer or geometry (same formula, charge and spin): 137.8 kJ/mol
* SMILES: N#CCC=O
* HOMO energy: -10.6 eV
* 2S+1: 1
* HOMO-LUMO gap: 10.455 eV

No. 6
Molecular formula: C5H15N2
Method: DFT, ωB97M-V/def2-TZVPD

```
22
Properties=species:S:1:pos:R:3:forces:R:3:lowdin_charge:R:1
C 1.7388 -0.9597 0.1653 1.3 0.9 1.8 -0.08
C -1.0702 -1.7156 -0.5627 1.7 2.4 1.6 0.10
C -1.2453 1.3877 -0.1895 -0.5 -1.4 1.0 -0.04
C 0.0432 0.6723 1.8651 0.0 -2.0 -0.1 0.01
C 0.6610 -0.2420 -0.4764 -5.1 -0.2 0.1 -0.34
N 0.7296 0.2203 -1.7867 0.3 1.3 -0.5 0.06
N 0.0632 1.0463 0.4018 1.1 -1.2 -0.6 -0.11
H 2.5890 -0.4072 0.6684 -0.7 -0.3 -1.1 0.13
H 1.4081 -1.6746 0.8735 -0.6 -0.5 1.0 0.07
H 2.0330 -1.5912 -0.5952 1.5 -1.2 -1.8 0.08
H -1.8710 -1.0636 -0.9504 0.5 -0.6 0.0 0.02
H -0.7174 -2.5001 -1.2397 0.0 0.3 0.4 0.04
H -1.2378 -1.9713 0.5272 0.3 0.0 -1.5 0.05
H -2.0998 0.9526 0.3405 0.6 -0.1 -0.1 0.12
H -1.4157 2.3794 -0.3037 -0.2 3.5 0.9 0.07
H -1.2407 1.1820 -1.2145 -0.1 -1.4 -1.3 0.06
H 0.8154 -0.1628 1.9507 -0.8 1.8 0.5 0.09
H 0.2180 1.5517 2.4808 0.0 -0.3 0.1 0.10
H -0.9074 0.1158 2.1578 0.9 1.2 -0.7 0.13
H 0.1792 -0.3105 -2.4634 0.3 0.5 0.3 0.11
H 0.5701 1.2519 -1.8595 0.5 -1.6 -0.5 0.12
H 0.7569 1.8387 0.2106 -1.1 -1.3 0.6 0.21
```
Forces are in eV/Å.

Summary:
* energy relative to the best compared isomer or geometry (same formula, charge and spin): 440.4 kJ/mol
* total charge: +1
* HOMO energy: -12.9 eV
* 2S+1: 1
* HOMO-LUMO gap: 9.575 eV